[1]
Density functional theory data (ωB97M-V with the def2-TZVPD basis set) for a molecular structure, C32H43B2F4I2N6O5SScSi2Te at a distorted geometry.

Each line ends with the Löwdin charge.
Cartesian coordinates (Å):
Sc  1.411  -0.627  -0.721  1.026
C  5.048  -1.022  -3.315  0.030
C  3.843  -1.234  -2.469  -0.224
N  3.508  -0.505  -1.469  -0.009
O  4.295  0.550  -1.133  0.092
B  3.941  1.089  0.213  -1.079
F  4.690  2.188  0.437  0.227
F  4.049  0.100  1.189  0.170
O  2.451  1.531  0.188  -0.005
N  1.522  0.782  0.875  -0.043
C  1.368  0.846  2.132  -0.180
C  2.141  1.725  3.043  0.052
C  0.330  -1.546  1.992  -0.364
N  -0.027  -1.408  0.600  -0.249
O  -0.233  -2.708  0.010  0.030
B  -0.368  -2.730  -1.450  -1.079
F  -1.458  -3.418  -1.844  0.230
F  -0.439  -1.295  -1.830  -0.029
O  0.828  -3.235  -2.207  0.101
N  1.829  -2.338  -2.029  -0.027
C  2.871  -2.353  -2.775  -0.223
C  3.120  -3.326  -3.871  0.030
C  -0.607  -2.536  2.699  0.044
H  5.631  -0.184  -2.946  0.096
H  4.745  -0.826  -4.345  0.105
H  5.667  -1.920  -3.328  0.104
H  2.836  2.340  2.478  0.105
H  2.707  1.117  3.751  0.112
H  1.466  2.360  3.620  0.089
H  2.321  -4.059  -3.918  0.096
H  4.074  -3.834  -3.719  0.104
H  3.189  -2.802  -4.826  0.106
H  -1.584  -2.070  2.850  0.089
H  -0.241  -2.887  3.660  0.094
H  -0.734  -3.396  2.048  0.096
I  -1.117  1.136  5.029  1.278
C  0.167  -0.135  4.087  -0.566
C  0.932  -0.917  4.915  -0.266
C  1.948  -1.849  4.598  -0.565
I  2.704  -2.744  6.274  1.256
C  2.495  -2.198  3.310  -0.177
C  3.788  -2.753  3.219  -0.008
C  4.344  -3.028  1.994  0.017
C  3.621  -2.672  0.869  -0.038
N  2.390  -2.168  0.926  0.119
C  1.797  -1.978  2.101  -0.095
C  0.193  -0.090  2.567  -0.459
O  -1.027  0.474  2.163  -0.472
H  0.738  -0.801  5.972  0.053
H  4.363  -2.933  4.116  0.067
H  5.335  -3.446  1.903  0.133
H  4.044  -2.778  -0.121  0.127
C  -3.600  4.825  -0.437  -0.167
Si  -3.622  2.997  -0.751  0.428
C  -2.633  2.580  -2.286  -0.185
C  -5.361  2.350  -0.903  -0.166
C  -2.770  2.166  0.745  -0.449
Te  -1.542  0.551  0.224  1.848
C  -3.091  -0.796  -0.115  -0.400
Si  -4.299  -1.510  1.199  0.468
C  -3.822  -3.297  1.397  -0.151
C  -4.221  -0.580  2.819  -0.176
C  -5.995  -1.413  0.449  -0.162
H  -3.976  5.368  -1.304  0.045
H  -2.589  5.182  -0.236  0.036
H  -4.228  5.091  0.414  0.045
H  -3.181  2.932  -3.163  0.051
H  -2.466  1.509  -2.449  0.017
H  -1.657  3.068  -2.290  0.026
H  -5.968  3.064  -1.462  0.046
H  -5.835  2.219  0.070  0.037
H  -5.411  1.401  -1.439  0.030
H  -3.483  1.836  1.500  0.018
H  -2.091  2.891  1.202  0.028
H  -2.625  -1.644  -0.622  0.011
H  -3.673  -0.252  -0.868  0.023
H  -2.760  -3.452  1.587  0.006
H  -4.067  -3.836  0.480  0.053
H  -4.386  -3.756  2.209  0.049
H  -3.204  -0.296  3.091  -0.031
H  -4.616  -1.211  3.616  0.047
H  -4.830  0.325  2.793  0.038
H  -5.998  -1.868  -0.544  0.048
H  -6.366  -0.393  0.359  0.025
H  -6.706  -1.971  1.060  0.048
S  1.411  1.288  -5.005  1.152
C  0.992  0.360  -3.645  -0.460
N  0.969  0.966  -2.485  -0.010
C  1.286  2.320  -2.659  -0.298
C  1.250  3.311  -1.674  -0.026
C  1.536  4.608  -2.034  -0.045
C  1.853  4.943  -3.360  -0.052
C  1.867  3.985  -4.348  -0.062
C  1.571  2.672  -3.978  -0.445
H  0.729  -0.682  -3.753  0.085
H  1.014  3.063  -0.649  0.102
H  1.519  5.385  -1.283  0.115
H  2.081  5.970  -3.610  0.117
H  2.089  4.241  -5.373  0.119

The calculation puts the total energy at -5000.2466 a.u. Its lowest unoccupied orbital energy is -8.3 eV. Its total charge is +2. The relative energy (zero: lowest compared OMol25 entry of this formula, charge and spin) is 2.247 eV.

***

[2]
Density functional theory data (ωB97M-V with the def2-TZVPD basis set) for 2 unconnected molecules or ions with the total composition C3H5NO3 at a distorted geometry.

Each line ends with the Löwdin charge.
Cartesian coordinates (Å):
C  1.349  1.005  0.063  -0.354
C  1.047  -1.168  -1.069  -0.357
C  -1.770  0.137  0.739  -0.185
N  0.808  -0.207  -0.156  0.150
O  1.012  1.828  0.858  0.078
O  0.438  -2.174  -1.256  0.088
O  -0.718  -0.676  0.964  -0.020
H  2.198  1.167  -0.641  0.150
H  1.936  -0.890  -1.687  0.150
H  -1.583  1.190  0.986  0.086
H  -2.509  -0.244  1.464  0.119
H  -2.208  0.032  -0.264  0.095

The calculation puts the total energy at -397.6397 a.u. Its lowest unoccupied orbital energy (alpha / beta) is -2.1 / -2.1 eV. The relative energy (zero: lowest compared OMol25 entry of this formula, charge and spin) is 5.359 eV.

***

[3]
Density functional theory data (ωB97M-V with the def2-TZVPD basis set) for a molecular structure, C5H10FNSi at a distorted geometry.

Each line ends with the Löwdin charge.
Cartesian coordinates (Å):
C  -1.907  -1.809  -1.264  -0.241
C  -1.372  -0.200  1.339  -0.210
C  1.911  2.086  -0.761  -0.248
C  -0.677  -1.724  -0.464  -0.190
C  -0.721  -0.266  0.026  -0.343
N  -2.944  -1.579  -1.710  0.140
F  2.427  -0.501  -0.261  -0.212
Si  1.582  0.679  0.388  0.639
H  -2.320  -0.617  1.420  0.040
H  -1.328  0.863  1.860  0.107
H  -0.756  -0.778  2.167  0.100
H  2.961  2.489  -0.615  0.036
H  1.860  1.623  -1.799  0.047
H  1.161  3.021  -0.852  0.082
H  0.252  -1.926  -1.102  0.133
H  -0.779  -2.345  0.336  0.072
H  -1.137  0.513  -0.575  0.070
H  1.786  0.471  1.867  -0.021

The calculation puts the total energy at -640.5875 a.u. Its lowest unoccupied orbital energy is 0.6 eV. The relative energy (zero: lowest compared OMol25 entry of this formula, charge and spin) is 1.989 eV.

***

[4]
Density functional theory data (ωB97M-V with the def2-TZVPD basis set) for C6H7N in the gas phase at a distorted geometry.

Each line ends with the Löwdin charge.
Cartesian coordinates (Å):
C  2.160  -1.398  -0.028  0.146
C  1.096  -0.837  -0.055  -0.098
C  -0.198  -0.122  -0.016  -0.565
C  -0.334  0.777  -1.256  -0.038
C  -0.287  0.703  1.286  -0.037
C  -1.296  -1.118  -0.026  -0.179
N  -2.201  -1.843  -0.014  0.169
H  3.116  -1.883  -0.027  0.036
H  -1.298  1.283  -1.215  0.090
H  -0.271  0.187  -2.181  0.098
H  0.463  1.523  -1.249  0.092
H  0.472  1.495  1.262  0.093
H  -1.281  1.182  1.361  0.097
H  -0.139  0.052  2.159  0.097

The SMILES is C#CC(C)(C)C#N. The calculation puts the total energy at -287.5031 a.u. Its lowest unoccupied orbital energy is 0.8 eV. The relative energy (zero: lowest compared OMol25 entry of this formula, charge and spin) is 2.289 eV.

***

[5]
Density functional theory data (ωB97M-V with the def2-TZVPD basis set) for C5H8 in the gas phase at a distorted geometry.

Each line ends with the Löwdin charge.
Cartesian coordinates (Å):
C  0.678  -1.934  -1.450  -0.010
C  0.273  -1.339  -0.356  -0.203
C  0.301  0.113  -0.082  -0.131
C  -0.543  0.665  0.790  -0.166
C  -0.636  2.138  1.015  -0.121
H  0.519  -2.990  -1.655  0.052
H  1.355  -1.485  -2.174  0.059
H  -0.397  -1.762  0.390  0.097
H  1.040  0.684  -0.622  0.107
H  -1.201  0.111  1.443  0.101
H  -0.114  2.717  0.246  0.069
H  -0.232  2.486  1.965  0.070
H  -1.657  2.547  0.894  0.077

The SMILES is C=C/C=C/C. The calculation puts the total energy at -195.2586 a.u. Its lowest unoccupied orbital energy is 1.2 eV. The relative energy (zero: lowest compared OMol25 entry of this formula, charge and spin) is 0.909 eV.

***

[6]
Density functional theory data (ωB97M-V with the def2-TZVPD basis set) for 9 unconnected molecules or ions with the total composition C27H63N9O9 at a distorted geometry.

Each line ends with the Löwdin charge.
Cartesian coordinates (Å):
C  30.377  -8.036  15.421  -0.045
N  29.031  -8.699  15.527  0.017
C  28.173  -9.013  14.495  -0.542
C  26.894  -9.665  14.858  -0.001
O  28.458  -8.729  13.309  -0.016
H  30.596  -7.175  16.052  0.071
H  30.742  -7.870  14.408  0.071
H  31.058  -8.827  15.736  0.075
H  28.719  -9.272  16.298  0.124
H  26.179  -9.733  14.038  0.095
H  26.524  -9.018  15.653  0.090
H  27.041  -10.655  15.289  0.091
C  32.731  -5.206  8.690  -0.020
N  32.991  -6.306  7.701  0.040
C  32.268  -7.258  7.274  -0.604
C  32.770  -8.114  6.087  0.001
O  31.157  -7.577  7.719  -0.005
H  33.298  -4.328  8.380  0.070
H  33.080  -5.330  9.715  0.076
H  31.695  -4.867  8.674  0.083
H  33.677  -6.085  6.994  0.131
H  31.943  -8.374  5.426  0.081
H  33.290  -8.974  6.509  0.082
H  33.491  -7.569  5.477  0.064
C  36.913  -3.337  17.345  -0.049
N  35.723  -2.924  16.524  0.008
C  35.806  -2.141  15.425  -0.583
C  34.532  -2.025  14.584  0.005
O  36.819  -1.610  15.094  0.072
H  37.585  -3.854  16.660  0.080
H  36.844  -4.121  18.099  0.076
H  37.361  -2.421  17.730  0.081
H  34.816  -3.247  16.828  0.123
H  34.417  -1.130  13.973  0.072
H  33.555  -2.208  15.031  0.056
H  34.817  -2.863  13.948  0.093
C  29.714  -6.417  11.469  -0.068
N  29.872  -5.620  12.664  0.029
C  30.800  -4.690  12.762  -0.514
C  30.835  -3.897  14.044  -0.001
O  31.632  -4.362  11.837  -0.025
H  30.137  -7.413  11.594  0.082
H  30.226  -5.967  10.619  0.073
H  28.670  -6.363  11.160  0.077
H  29.142  -5.831  13.329  0.143
H  31.773  -3.366  14.200  0.062
H  30.682  -4.481  14.952  0.074
H  30.036  -3.177  13.869  0.066
C  29.289  -1.470  16.304  -0.096
N  29.812  -0.357  17.048  -0.006
C  29.334  0.057  18.278  -0.526
C  29.781  1.324  18.962  -0.003
O  28.396  -0.561  18.786  0.021
H  29.769  -1.397  15.329  0.061
H  28.223  -1.539  16.087  0.096
H  29.747  -2.410  16.611  0.079
H  30.674  0.071  16.741  0.126
H  30.681  1.668  18.453  0.068
H  30.043  1.054  19.985  0.087
H  28.985  2.067  18.912  0.091
C  28.197  1.073  10.043  -0.132
N  27.943  -0.135  10.514  -0.033
C  28.416  -1.290  10.108  -0.547
C  27.970  -2.511  10.868  0.004
O  29.144  -1.408  9.112  0.031
H  28.123  1.855  10.799  0.097
H  27.580  1.332  9.182  0.101
H  29.252  1.155  9.780  0.101
H  27.321  -0.213  11.306  0.153
H  28.323  -2.546  11.898  0.070
H  28.439  -3.370  10.388  0.078
H  26.894  -2.668  10.791  0.087
C  33.811  -1.957  10.943  -0.076
N  34.885  -1.194  11.482  -0.020
C  36.149  -1.586  11.622  -0.533
C  37.246  -0.603  11.834  -0.003
O  36.448  -2.835  11.565  -0.026
H  33.333  -2.544  11.727  0.062
H  34.070  -2.488  10.027  0.085
H  33.013  -1.313  10.575  0.088
H  34.578  -0.259  11.707  0.138
H  37.335  -0.703  12.916  0.068
H  36.971  0.382  11.457  0.076
H  38.217  -0.838  11.398  0.090
C  28.336  -12.521  10.411  -0.079
N  29.169  -11.639  11.236  0.015
C  29.978  -12.143  12.190  -0.573
C  30.766  -11.004  12.898  0.003
O  30.068  -13.311  12.356  0.081
H  28.859  -13.334  9.907  0.085
H  27.954  -11.904  9.598  0.068
H  27.381  -12.911  10.764  0.079
H  29.035  -10.643  11.132  0.120
H  30.184  -10.725  13.776  0.054
H  31.069  -10.131  12.321  0.073
H  31.715  -11.369  13.293  0.075
C  27.597  -7.792  8.740  -0.029
N  26.521  -7.822  9.734  0.007
C  25.329  -7.345  9.788  -0.598
C  24.687  -6.827  8.494  0.001
O  24.757  -7.419  10.873  0.004
H  27.624  -8.847  8.466  0.087
H  28.590  -7.553  9.119  0.059
H  27.286  -7.025  8.031  0.089
H  26.685  -8.180  10.664  0.136
H  25.051  -7.164  7.523  0.069
H  24.647  -5.738  8.518  0.081
H  23.652  -7.159  8.422  0.078

The SMILES is CNC(C)=O.CNC(C)=O.CNC(C)=O.CNC(C)=O.CNC(C)=O.CNC(C)=O.CNC(C)=O.CNC(C)=O.CNC(C)=O. The calculation puts the total energy at -2236.5221 a.u. Its lowest unoccupied orbital energy is -0.1 eV. The relative energy (zero: lowest compared OMol25 entry of this formula, charge and spin) is 5.828 eV.